DFT (wB97M-V/def2-TZVPD) results for 2 unconnected molecules or ions with the total composition C4H7NO at a distorted geometry.

Structure (XYZ):
```
13
Properties=species:S:1:pos:R:3:forces:R:3
C 0.5250 -1.2038 -0.7781 0.12 -0.08 -0.15
C 1.0543 0.4270 0.6568 0.06 0.12 0.03
O 0.0032 0.4017 1.4190 0.14 -0.07 -0.05
C -1.2025 0.3326 0.7354 -0.23 0.08 0.04
C -1.4485 1.4179 -0.1753 -0.08 0.62 -0.61
N -1.5874 2.2572 -0.9662 0.13 -0.78 0.71
H -0.0558 -2.1245 -0.9385 0.04 0.17 0.07
H 0.6295 -0.6953 -1.7402 -0.02 -0.07 0.16
H 1.5087 -1.5511 -0.4520 -0.14 0.08 -0.03
H 1.0725 1.0914 -0.2049 -0.03 -0.13 0.07
H 1.9819 0.2022 1.1737 -0.10 0.01 -0.07
H -2.0070 0.1044 1.4275 0.08 0.07 -0.13
H -0.4739 -0.6598 -0.1571 0.03 -0.01 -0.05
```
Forces are in eV/Å.

Properties
- LUMO energy: 0.01 eV
- Net charge: 0
- Frontier orbital gap: 8.72 eV
- Relative energy (zero: lowest compared OMol25 entry of this formula, charge and spin): 127.6 kcal/mol
- Energy: -7794.113 eV